1.
117
Properties=species:S:1:pos:R:3 method="wB97M-V/def2-TZVPD" charge=-1 e_above_lowest_kcal_mol=0.0 homo_lumo_gap_ev=7.22 energy_ha=-2800.5874 homo_ev=-5.06 multiplicity=1
Mg -0.8564 0.9628 0.1468
C 2.9669 0.8889 2.9512
C 3.0200 2.0910 2.0284
C 4.2453 2.7630 1.9079
C 4.4415 3.7630 0.9706
C 3.3631 4.0951 0.1430
C 2.1068 3.5163 0.3157
C 0.9213 3.9945 -0.4794
C 1.9087 2.5161 1.2788
N 0.6834 1.9223 1.5212
C 0.3223 1.8782 2.8100
O 0.8233 2.4991 3.7566
C -0.8191 0.8891 3.0768
C -1.1761 0.5302 4.3716
C -2.2295 -0.3688 4.5136
C -2.9036 -0.8631 3.4192
C -2.5049 -0.4188 2.1964
N -1.4785 0.4066 2.0515
C -3.2973 -0.7805 0.9771
O -4.1577 -1.7027 1.0387
N -2.8949 -0.0632 -0.0605
C -3.7090 -0.1874 -1.1915
C -3.4947 -1.1181 -2.2221
C -2.4534 -2.2278 -2.0232
C -4.2564 -1.0338 -3.3759
C -5.2593 -0.0713 -3.4801
C -5.6347 0.7118 -2.3887
C -4.8599 0.6861 -1.2154
C -5.3047 1.4739 0.0597
H 3.9922 0.5830 3.1059
H 2.3890 0.0392 2.5201
H 2.6177 1.1481 3.9557
H 5.0600 2.3957 2.5192
H 5.4340 4.2263 0.8160
H 3.5168 4.8235 -0.6170
H 0.5221 3.2149 -1.0869
H 1.1595 4.8539 -1.0790
H 0.1454 4.3903 0.2281
H -0.6006 0.8666 5.1977
H -2.5208 -0.6678 5.4968
H -3.7602 -1.4941 3.4636
H -2.6163 -2.6734 -1.0444
H -1.4869 -1.7771 -1.9697
H -2.4629 -2.9775 -2.8632
H -4.1595 -1.7569 -4.1669
H -5.8576 -0.0095 -4.3744
H -6.5413 1.3078 -2.4235
H -6.2676 1.9168 -0.1165
H -4.6017 2.2690 0.3092
H -5.3758 0.7474 0.8908
C -3.0124 6.3677 1.9946
C -3.3012 6.3756 0.6227
C -3.1315 5.2569 -0.1227
C -2.5310 4.1129 0.4162
C -2.1816 4.1427 1.7654
C -2.4778 5.2225 2.5546
N -2.1908 2.9553 -0.3345
N -2.4359 3.0529 -1.5392
C -1.9024 2.0619 -2.3679
C -2.4204 1.9839 -3.6436
C -1.8248 1.1637 -4.6050
C -0.7639 0.3630 -4.2745
C -0.2542 0.4172 -2.9918
C -0.8340 1.2136 -1.9681
H -3.1103 7.3055 2.5716
H -3.6813 7.2880 0.1379
H -3.3473 5.2223 -1.1639
H -1.7021 3.2715 2.1162
H -2.1644 5.2619 3.5877
H -3.2050 2.6520 -3.9867
H -2.2639 1.1352 -5.5768
H -0.3265 -0.2193 -5.0425
H 0.5676 -0.2307 -2.7385
C 0.7542 -6.5730 -0.4819
C -0.2826 -5.4954 -0.8468
N -0.3640 -4.3631 0.0996
C -1.4233 -4.3926 1.0767
C -0.9174 -4.4228 2.5298
C 0.1715 -3.1550 -0.2419
C 0.9432 -3.0324 -1.5339
N 0.0590 -2.0720 0.4428
H 0.7670 -7.3820 -1.1927
H 0.5385 -7.0529 0.5044
H 1.7536 -6.1373 -0.4516
H -1.2656 -5.9578 -0.8828
H -0.1255 -5.1309 -1.8346
H -2.0485 -5.2900 0.8972
H -2.0487 -3.5181 0.9064
H -0.2874 -5.3028 2.6949
H -1.7011 -4.3844 3.3035
H -0.2167 -3.5518 2.7303
H 1.8553 -3.6851 -1.4490
H 1.2962 -1.9667 -1.6245
H 0.3473 -3.3339 -2.4165
H -0.4964 -2.1528 1.3014
C 6.1887 0.2143 0.6332
C 5.3021 0.6778 -0.5327
Sb 3.3678 -0.3118 -0.6193
C 3.9569 -1.7707 -2.1449
C 5.2049 -1.4770 -3.0107
C 3.5222 -1.6157 1.0493
C 4.1294 -3.0004 0.8619
H 7.0346 0.9418 0.8172
H 6.5998 -0.8064 0.5085
H 5.6742 0.2554 1.6044
H 5.8308 0.5972 -1.4416
H 5.0580 1.7056 -0.3580
H 3.0731 -1.8104 -2.7658
H 4.0977 -2.7324 -1.6378
H 5.1133 -0.5064 -3.5188
H 5.3928 -2.2234 -3.7463
H 6.0727 -1.4049 -2.3769
H 2.5252 -1.7475 1.4754
H 4.0975 -1.1395 1.8088
H 3.4868 -3.6798 0.3399
H 4.2363 -3.4534 1.8841
H 5.1233 -2.9147 0.3681

=====

2.
51
Properties=species:S:1:pos:R:3 method="wB97M-V/def2-TZVPD" e_above_lowest_kcal_mol=233.6 homo_lumo_gap_ev=8.36 energy_ha=-964.8448 homo_ev=-8.21 multiplicity=1
O -0.3224 0.2922 -1.1000
H 0.0882 -0.0445 -1.8963
H -1.2624 0.2108 -1.2617
O 2.6857 0.6589 0.9703
H 1.9307 1.2426 0.8972
H 2.8078 0.5411 1.9123
O 0.3610 -0.6578 0.7488
H 1.0819 -0.0534 0.9256
H -0.0284 -0.3355 -0.0640
O 0.8742 1.9221 1.1995
H 0.1890 2.5726 1.3530
H 1.0140 1.5145 2.0542
O 1.0337 2.1673 -0.8090
H 1.1368 2.1908 0.1423
H 0.5544 1.3562 -0.9785
C -1.8302 0.9819 1.1611
C -2.5937 1.7285 0.0912
C -4.0656 1.6358 0.2094
O -2.0547 3.0203 0.0031
H -2.1652 1.2818 2.1540
H -0.7875 1.2341 0.9676
H -1.9247 -0.0906 0.9911
H -2.2229 1.2976 -0.8388
H -4.5475 1.9518 -0.7158
H -4.4878 2.0901 1.1058
H -4.4596 0.6342 0.3821
H -2.5563 3.5568 -0.6151
C 0.6255 -2.5271 2.9927
C -0.4191 -2.9219 1.9131
C -1.7262 -2.1123 2.0271
O 0.1524 -2.6731 0.6941
H 0.2854 -2.9223 3.9499
H 0.6379 -1.4390 3.0565
H 1.6344 -2.8925 2.8015
H -0.7334 -3.9498 2.0938
H -2.4398 -2.2003 1.2079
H -1.4678 -1.0594 1.9141
H -2.3023 -2.2861 2.9360
H 0.2922 -1.7289 0.5914
C 2.2139 -0.7299 -1.5658
C 2.1081 0.1248 -2.8250
C 2.8427 -0.6314 -4.0253
O 0.7390 0.3041 -3.1815
H 1.6786 -0.2932 -0.7227
H 3.2632 -0.7765 -1.2742
H 1.8343 -1.7379 -1.7329
H 2.6420 1.0681 -2.7099
H 2.6588 0.0428 -4.8618
H 2.4652 -1.6186 -4.2919
H 3.9287 -0.6766 -3.9442
H 0.6378 0.7370 -4.0324

=====

3.
139
Properties=species:S:1:pos:R:3 method="wB97M-V/def2-TZVPD" charge=-1 e_above_lowest_kcal_mol=16.0 homo_lumo_gap_ev=6.24 energy_ha=-8108.9531 homo_ev=-5.05 multiplicity=1
Pb -0.6250 0.3004 -1.8953
C -1.2396 -4.6353 4.4038
C -0.0124 -3.7282 4.4957
C -0.0519 -3.0111 5.8527
C 1.2411 -4.6110 4.4273
C 0.0189 -2.6960 3.3706
C -0.9314 -2.6282 2.3694
C -0.8461 -1.6530 1.3844
Se -2.2464 -1.5315 0.0913
C -3.1737 -0.1763 1.1311
C -3.6218 -0.5774 2.3807
C -4.1062 0.3443 3.2922
C -4.0310 1.6865 2.9407
C -3.5680 2.1497 1.7118
C -3.2405 1.1661 0.7533
O -2.9972 1.4824 -0.5727
C -3.3926 3.6777 1.5549
C -4.7670 4.3561 1.4723
C -2.6503 4.1999 2.8001
C -2.5490 4.1094 0.3488
C -4.6594 -0.0562 4.6583
C -4.6908 -1.5747 4.8376
C -6.0911 0.4782 4.8022
C -3.7757 0.5414 5.7619
C 0.1950 -0.6881 1.3100
O 0.2205 0.1830 0.3501
C 1.1577 -0.7402 2.3703
C 1.0344 -1.7372 3.3247
C 2.3497 0.2204 2.5229
C 2.3198 1.4373 1.5928
C 3.6476 -0.5536 2.2565
C 2.3837 0.7679 3.9614
H -1.2282 -5.3533 5.2271
H -2.1663 -4.0606 4.4715
H -1.2533 -5.1985 3.4688
H -0.0959 -3.7374 6.6695
H 0.8313 -2.3886 6.0014
H -0.9299 -2.3646 5.9165
H 1.2404 -5.3468 5.2368
H 1.2763 -5.1445 3.4756
H 2.1515 -4.0148 4.5092
H -1.7610 -3.3228 2.3351
H -3.5467 -1.6252 2.6336
H -4.3334 2.4229 3.6744
H -5.3713 4.1355 2.3551
H -4.6439 5.4404 1.4039
H -5.3129 4.0173 0.5915
H -3.2226 4.0696 3.7184
H -1.6942 3.6869 2.9198
H -2.4549 5.2676 2.6827
H -3.0969 4.0495 -0.5854
H -2.2561 5.1531 0.4859
H -1.6421 3.5142 0.2507
H -5.2799 -2.0582 4.0561
H -3.6850 -2.0000 4.8229
H -5.1421 -1.8187 5.8014
H -6.7300 0.0838 4.0096
H -6.5115 0.1789 5.7655
H -6.1199 1.5672 4.7457
H -2.7474 0.1884 5.6623
H -3.7623 1.6315 5.7169
H -4.1485 0.2480 6.7467
H 1.7953 -1.7809 4.0963
H 2.4191 1.1560 0.5476
H 1.3917 2.0000 1.6983
H 3.1570 2.0888 1.8568
H 3.6595 -0.9416 1.2383
H 4.5122 0.1056 2.3810
H 3.7563 -1.3992 2.9396
H 1.4321 1.2414 4.2140
H 2.5832 -0.0066 4.7034
H 3.1735 1.5182 4.0489
C -5.7264 5.9270 -3.8945
C -5.5006 4.4355 -3.8222
O -4.1065 4.2107 -3.5746
P -3.5304 2.7274 -3.4334
O -2.0743 2.7639 -3.2545
Te -4.7232 1.6414 -1.5850
O -4.1016 1.9316 -4.6676
C -3.2739 1.6960 -5.8461
C -3.1197 2.9532 -6.6702
H -6.7690 6.1317 -4.1402
H -5.0938 6.3668 -4.6652
H -5.4903 6.3985 -2.9411
H -5.7873 3.9410 -4.7520
H -6.0831 3.9979 -3.0027
H -3.7972 0.9145 -6.3876
H -2.3120 1.3060 -5.5112
H -4.0836 3.2979 -7.0474
H -2.4718 2.7430 -7.5220
H -2.6619 3.7523 -6.0852
N -4.2702 -2.3537 -6.8921
C -3.7752 -2.3613 -5.8419
N -3.2449 -2.4614 -4.6522
C -2.8854 -1.5270 -3.8675
N -2.5575 -0.7499 -3.0522
O 0.0672 -0.3112 -4.3101
C 1.2148 -0.6485 -3.9620
O 1.5663 -0.7251 -2.7381
C 2.2491 -0.9337 -5.0367
C 3.4113 -1.8151 -4.5989
Ge 4.2948 -1.4001 -2.8826
C 6.1360 -1.9933 -3.4197
C 6.3287 -3.3411 -3.7437
C 7.5314 -3.8068 -4.2544
C 8.5831 -2.9239 -4.4649
C 8.4119 -1.5810 -4.1681
C 7.2010 -1.1256 -3.6556
C 3.8994 -2.5290 -1.3197
C 4.9420 -3.2476 -0.7288
C 4.7329 -4.0188 0.4071
C 3.4734 -4.0810 0.9825
C 2.4279 -3.3633 0.4202
C 2.6397 -2.5976 -0.7189
C 4.5729 0.4709 -2.3650
C 5.5938 0.7282 -1.4490
C 5.8939 2.0218 -1.0469
C 5.1711 3.0902 -1.5570
C 4.1441 2.8535 -2.4586
C 3.8478 1.5555 -2.8550
H 2.6314 0.0377 -5.3672
H 1.7044 -1.3541 -5.8831
H 4.2145 -1.7751 -5.3350
H 3.0882 -2.8581 -4.5381
H 5.5201 -4.0491 -3.5868
H 7.6497 -4.8581 -4.4892
H 9.5260 -3.2811 -4.8608
H 9.2220 -0.8813 -4.3374
H 7.0901 -0.0687 -3.4423
H 5.9384 -3.2002 -1.1490
H 5.5601 -4.5652 0.8452
H 3.3095 -4.6749 1.8731
H 1.4469 -3.3787 0.8805
H 1.8214 -2.0299 -1.1356
H 6.1601 -0.0992 -1.0333
H 6.6878 2.1950 -0.3302
H 5.3974 4.1014 -1.2416
H 3.5636 3.6804 -2.8493
H 3.0291 1.3935 -3.5428

=====

4.
22
Properties=species:S:1:pos:R:3 method="wB97M-V/def2-TZVPD" e_above_lowest_kcal_mol=171.7 homo_lumo_gap_ev=9.95 energy_ha=-400.4193 homo_ev=-9.10 multiplicity=1
C -1.8041 -1.2000 -1.1574
C -2.0755 0.0031 -0.0154
C -0.2299 1.3762 0.6286
C 0.8808 0.8044 -0.3555
C 1.6720 -0.8851 1.0699
C 2.6056 -0.7672 -0.1232
H -2.7747 -1.7259 -1.4739
H -1.0541 -1.8526 -0.5003
H -1.3202 -0.7092 -2.2529
H -3.1560 -0.0181 0.8640
H -2.5142 0.9246 -0.6525
H -1.6769 0.3214 2.0609
H 0.2521 1.7923 1.4693
H -0.8211 2.0769 -0.0826
H 0.8359 2.2608 -1.5175
H 1.2581 -1.8580 1.4922
H 1.7404 0.1650 1.5727
H 3.4685 -0.0051 -0.1219
H 3.2071 -1.7518 -0.5048
N -1.0895 0.1847 1.1769
N 1.4250 1.5056 -1.1911
N 1.1706 -0.6423 -0.3853